{"formula": "C12H24ClNO11S3", "method": "ωB97M-V/def2-TZVPD", "elements": ["N", "C", "O", "C", "O", "S", "O", "O", "O", "C", "C", "C", "C", "Cl", "H", "H", "H", "H", "H", "H", "H", "H", "C", "C", "O", "S", "C", "O", "O", "H", "H", "H", "H", "H", "H", "H", "H", "C", "C", "O", "S", "C", "O", "O", "H", "H", "H", "H", "H", "H", "H", "H"], "coordinates": [[-0.059, -3.854, 3.643], [-0.410, -2.820, 3.277], [-0.940, -1.756, 2.745], [-0.538, -1.480, 1.398], [0.278, -2.443, 0.769], [-0.403, -2.961, -0.627], [-0.736, -4.320, -0.422], [0.525, -2.662, -1.657], [-1.658, -2.002, -0.720], [-1.653, -1.090, 0.415], [-3.017, -0.647, 0.938], [-4.179, -1.666, 0.869], [-3.888, -3.118, 1.195], [-3.650, -3.378, 2.945], [0.083, -0.588, 1.484], [-1.238, -0.169, 0.002], [-3.311, 0.186, 0.301], [-2.907, -0.226, 1.935], [-4.922, -1.340, 1.599], [-4.666, -1.575, -0.101], [-3.066, -3.557, 0.638], [-4.771, -3.703, 0.947], [-0.031, -0.114, -4.275], [0.434, 1.265, -3.861], [-0.496, 2.303, -4.245], [-1.797, 2.465, -3.348], [-2.286, 4.046, -3.943], [-1.400, 2.561, -1.974], [-2.768, 1.491, -3.738], [-0.920, -0.407, -3.716], [0.751, -0.847, -4.078], [-0.288, -0.138, -5.334], [0.609, 1.319, -2.785], [1.371, 1.517, -4.354], [-1.520, 4.770, -3.681], [-3.228, 4.293, -3.459], [-2.419, 3.985, -5.020], [5.053, 2.044, 4.140], [4.380, 2.488, 2.858], [4.272, 1.416, 1.893], [3.121, 0.344, 2.108], [3.204, -0.387, 0.508], [1.867, 1.027, 2.252], [3.538, -0.612, 3.082], [4.431, 1.340, 4.691], [5.240, 2.908, 4.778], [6.000, 1.549, 3.925], [3.393, 2.910, 3.047], [4.974, 3.254, 2.363], [2.933, 0.360, -0.233], [2.499, -1.216, 0.492], [4.215, -0.752, 0.345]], "smiles": "N#CO[C@H]1OS(=O)(=O)O[C@H]1CCCCl.CCOS(C)(=O)=O.CCOS(C)(=O)=O", "gap_ev": 10.9, "homo_energy_ev": -10.7, "e_lumo_ev": 0.23}

=====

{"formula": "C38H62Cl2KN6O2S2Si3", "method": "ωB97M-V/def2-TZVPD", "elements": ["K", "C", "C", "N", "C", "C", "C", "S", "N", "C", "O", "C", "C", "C", "C", "C", "C", "H", "H", "H", "H", "H", "H", "H", "H", "H", "H", "H", "H", "H", "H", "H", "C", "Si", "C", "C", "C", "C", "C", "C", "C", "C", "N", "Si", "C", "C", "C", "H", "H", "H", "H", "H", "H", "H", "H", "H", "H", "H", "H", "H", "H", "H", "H", "H", "H", "H", "H", "H", "H", "O", "N", "Cl", "C", "Cl", "H", "H", "C", "Si", "C", "C", "C", "C", "C", "C", "C", "H", "H", "H", "H", "H", "H", "H", "H", "H", "H", "H", "C", "C", "N", "C", "S", "N", "C", "C", "H", "H", "H", "H", "H", "H", "H", "H", "H", "H", "H", "H"], "coordinates": [[-0.605, 0.172, 0.039], [-5.488, -4.321, -0.544], [-4.256, -4.028, -1.392], [-4.249, -2.689, -1.963], [-4.886, -2.505, -3.268], [-6.263, -1.853, -3.186], [-3.677, -1.632, -1.315], [-3.034, -1.859, 0.244], [-3.695, -0.503, -2.072], [-3.296, 0.696, -1.646], [-2.873, 1.036, -0.522], [-3.376, 1.793, -2.684], [-2.653, 2.960, -2.462], [-2.699, 4.001, -3.382], [-3.484, 3.887, -4.523], [-4.216, 2.724, -4.743], [-4.155, 1.679, -3.830], [-5.431, -5.332, -0.133], [-6.406, -4.243, -1.130], [-5.536, -3.614, 0.286], [-4.189, -4.735, -2.220], [-3.362, -4.137, -0.782], [-4.973, -3.492, -3.723], [-4.235, -1.900, -3.894], [-6.953, -2.460, -2.596], [-6.685, -1.729, -4.187], [-6.179, -0.872, -2.719], [-2.060, 3.048, -1.558], [-2.127, 4.904, -3.203], [-3.527, 4.700, -5.237], [-4.830, 2.631, -5.630], [-4.702, 0.759, -3.994], [1.564, -2.291, -2.603], [2.790, -2.296, -1.164], [3.979, -0.886, -1.600], [3.789, -3.886, -1.415], [1.971, -2.101, 0.452], [2.363, -1.046, 1.375], [3.723, -0.705, 1.611], [4.060, 0.330, 2.453], [3.052, 1.039, 3.105], [1.749, 0.638, 2.867], [1.399, -0.351, 2.043], [1.010, -3.502, 1.113], [2.146, -4.818, 1.871], [0.020, -4.433, -0.196], [-0.177, -3.077, 2.497], [2.087, -2.392, -3.562], [0.993, -1.356, -2.621], [0.846, -3.110, -2.521], [4.252, -0.960, -2.660], [4.898, -0.894, -1.010], [3.492, 0.079, -1.434], [4.182, -3.964, -2.437], [3.167, -4.767, -1.225], [4.631, -3.930, -0.715], [4.494, -1.309, 1.152], [5.104, 0.574, 2.624], [3.266, 1.866, 3.769], [0.926, 1.159, 3.348], [2.848, -5.207, 1.125], [1.578, -5.661, 2.285], [2.741, -4.376, 2.679], [0.670, -4.874, -0.960], [-0.701, -3.774, -0.692], [-0.539, -5.249, 0.279], [0.311, -2.472, 3.268], [-0.577, -3.990, 2.949], [-1.007, -2.503, 2.087], [0.876, 1.010, -1.723], [1.538, 1.482, -0.834], [-3.690, -1.795, 5.098], [-2.972, -0.778, 3.828], [-1.735, 0.317, 4.467], [-3.763, -0.183, 3.390], [-2.513, -1.425, 3.094], [1.032, 4.222, -1.527], [2.434, 3.026, -1.271], [3.421, 2.720, -2.814], [3.483, 3.463, 0.199], [2.941, 4.177, 1.273], [3.717, 4.497, 2.379], [5.048, 4.104, 2.430], [5.599, 3.381, 1.380], [4.820, 3.062, 0.275], [1.411, 5.230, -1.711], [0.382, 4.250, -0.646], [0.433, 3.912, -2.388], [3.982, 3.619, -3.086], [2.753, 2.468, -3.641], [4.128, 1.899, -2.682], [1.896, 4.472, 1.260], [3.278, 5.041, 3.206], [5.653, 4.348, 3.295], [6.631, 3.056, 1.426], [5.258, 2.481, -0.531], [-4.056, 4.849, 5.196], [-3.669, 4.784, 3.729], [-2.674, 3.733, 3.508], [-2.422, 3.220, 2.259], [-0.841, 3.059, 1.709], [-3.460, 2.829, 1.503], [-4.731, 2.313, 2.023], [-5.918, 2.926, 1.299], [-4.751, 5.671, 5.375], [-3.175, 5.009, 5.821], [-4.523, 3.915, 5.512], [-3.272, 5.750, 3.399], [-4.544, 4.583, 3.118], [-1.800, 3.916, 3.981], [-3.155, 2.305, 0.663], [-4.787, 2.478, 3.096], [-4.726, 1.230, 1.862], [-5.931, 4.011, 1.416], [-6.855, 2.521, 1.685], [-5.864, 2.705, 0.232]], "gap_ev": [5.2, 5.2], "e_above_lowest_kcal_mol": 0.00, "homo_energy_ev": [-3.2, -3.2], "total_charge": -1, "e_lumo_ev": [1.92, 1.96]}

=====

{"formula": "C30H34IN10ORh", "method": "ωB97M-V/def2-TZVPD", "elements": ["Rh", "C", "C", "N", "C", "C", "C", "C", "C", "C", "C", "C", "N", "C", "N", "H", "H", "H", "H", "H", "H", "H", "H", "H", "C", "N", "C", "C", "O", "H", "H", "H", "H", "H", "H", "H", "C", "N", "C", "C", "N", "C", "H", "H", "H", "H", "H", "H", "N", "C", "C", "C", "C", "C", "N", "C", "H", "H", "H", "H", "I", "C", "H", "H", "N", "C", "C", "C", "C", "C", "N", "H", "H", "H", "H", "H", "H"], "coordinates": [[0.686, -0.194, -1.017], [-0.332, -2.134, 2.806], [0.180, -1.659, 1.621], [-0.583, -1.015, 0.716], [-1.862, -0.792, 0.999], [-2.452, -1.181, 2.200], [-1.672, -1.900, 3.094], [-3.862, -0.873, 2.509], [-4.526, 0.278, 2.383], [-4.041, 1.637, 2.045], [-4.972, 2.638, 1.793], [-4.494, 3.914, 1.547], [-3.195, 4.197, 1.550], [-2.385, 3.173, 1.797], [-2.731, 1.914, 2.041], [0.304, -2.671, 3.497], [1.223, -1.808, 1.362], [-2.453, -0.279, 0.256], [-2.102, -2.249, 4.026], [-4.423, -1.714, 2.905], [-5.581, 0.255, 2.632], [-6.035, 2.428, 1.800], [-5.168, 4.741, 1.345], [-1.320, 3.392, 1.814], [2.628, -4.621, -1.319], [1.272, -4.684, -0.767], [0.806, -5.942, -0.190], [0.510, -3.611, -0.810], [0.880, -2.521, -1.293], [3.059, -5.618, -1.312], [3.255, -3.955, -0.725], [2.597, -4.249, -2.342], [0.893, -6.744, -0.921], [-0.236, -5.850, 0.107], [1.401, -6.201, 0.684], [-0.497, -3.744, -0.398], [1.549, 3.308, 3.454], [1.434, 2.857, 2.064], [1.860, 3.553, 0.959], [1.597, 2.758, -0.114], [1.017, 1.584, 0.327], [0.938, 1.680, 1.645], [1.231, 4.344, 3.529], [2.579, 3.228, 3.793], [0.913, 2.695, 4.086], [2.297, 4.537, 1.027], [1.784, 2.950, -1.160], [0.514, 0.941, 2.307], [6.306, 2.448, 1.135], [5.784, 1.705, 0.430], [5.102, 0.761, -0.416], [5.706, 0.186, -1.531], [4.975, -0.726, -2.273], [3.671, -1.002, -1.902], [3.072, -0.419, -0.854], [3.792, 0.424, -0.112], [6.721, 0.450, -1.796], [5.407, -1.218, -3.134], [3.074, -1.721, -2.450], [3.321, 0.847, 0.764], [0.905, -1.453, -4.592], [0.993, 0.275, -3.457], [0.227, 0.971, -3.778], [2.006, 0.677, -3.462], [-2.094, -1.418, -2.357], [-2.288, -0.059, -2.337], [-3.456, 0.487, -2.891], [-3.675, 1.839, -2.805], [-2.738, 2.651, -2.165], [-1.616, 2.053, -1.657], [-1.377, 0.729, -1.732], [-2.642, -1.958, -3.003], [-1.186, -1.787, -2.132], [-4.166, -0.168, -3.383], [-4.572, 2.271, -3.234], [-2.880, 3.718, -2.067], [-0.855, 2.643, -1.162]], "gap_ev": [8.5, 6.1], "e_above_lowest_kcal_mol": 9.22, "homo_energy_ev": [-13.5, -13.7], "total_charge": 2, "multiplicity": 5, "e_lumo_ev": [-4.97, -7.61], "s_squared": 6.0116}

=====

{"formula": "C3H12BrN6O3", "method": "ωB97M-V/def2-TZVPD", "elements": ["Br", "C", "O", "N", "N", "H", "H", "H", "H", "C", "O", "N", "N", "H", "H", "H", "H", "C", "O", "N", "N", "H", "H", "H", "H"], "coordinates": [[23.521, -20.499, 5.601], [26.272, -18.731, 3.242], [27.137, -18.165, 2.577], [25.473, -18.078, 4.131], [26.022, -20.067, 3.172], [24.794, -18.547, 4.719], [25.517, -17.077, 4.142], [25.218, -20.447, 3.653], [26.636, -20.689, 2.686], [19.848, -22.150, 6.881], [18.661, -22.372, 7.094], [20.729, -23.101, 6.439], [20.424, -20.925, 7.072], [20.376, -23.937, 6.019], [21.696, -22.835, 6.339], [21.377, -20.787, 6.763], [19.850, -20.193, 7.440], [19.902, -18.373, 3.580], [19.615, -17.570, 4.449], [19.062, -18.658, 2.529], [21.083, -19.063, 3.570], [18.183, -18.191, 2.438], [19.386, -19.302, 1.832], [21.411, -19.629, 2.813], [21.630, -19.002, 4.414]], "gap_ev": 8.8, "e_above_lowest_kcal_mol": 7.20, "homo_energy_ev": -5.7, "total_charge": -1, "e_lumo_ev": 3.09}

=====

{"formula": "C16H31B2F9O10Zr2", "method": "ωB97M-V/def2-TZVPD", "elements": ["Zr", "Zr", "B", "H", "H", "H", "H", "B", "H", "H", "H", "H", "O", "C", "C", "O", "H", "H", "H", "H", "O", "C", "C", "O", "H", "H", "H", "H", "C", "C", "O", "C", "O", "C", "F", "F", "F", "H", "H", "H", "H", "H", "C", "C", "O", "C", "O", "C", "F", "F", "F", "H", "H", "H", "H", "H", "C", "C", "O", "C", "O", "C", "F", "F", "F", "H", "H", "H", "H", "H"], "coordinates": [[0.470, -2.401, -0.243], [-3.256, -3.024, 0.333], [1.307, -2.910, 1.754], [1.752, -3.265, 2.743], [0.188, -3.020, 1.821], [1.565, -1.847, 1.512], [1.610, -3.515, 0.866], [-4.689, -1.685, 1.327], [-5.314, -0.838, 1.763], [-3.861, -2.028, 2.016], [-5.305, -2.602, 1.039], [-4.169, -1.334, 0.393], [0.779, -0.257, -0.269], [-0.174, 0.584, 0.329], [-1.313, -0.142, 1.171], [-1.616, -1.470, 0.728], [-0.691, 0.969, -0.559], [0.239, 1.415, 0.900], [-2.197, 0.485, 1.272], [-0.828, -0.255, 2.149], [1.238, -4.026, -1.471], [0.386, -5.136, -1.755], [-0.709, -5.252, -0.658], [-1.301, -3.987, -0.234], [0.979, -6.042, -1.867], [-0.081, -4.869, -2.708], [-0.325, -5.694, 0.268], [-1.488, -6.001, -0.842], [5.710, -4.415, -2.768], [4.719, -3.895, -1.759], [5.065, -2.531, -1.532], [4.236, -1.668, -0.984], [3.105, -1.918, -0.672], [4.900, -0.312, -0.735], [6.198, -0.464, -0.587], [4.642, 0.529, -1.733], [4.357, 0.252, 0.351], [5.456, -5.430, -3.089], [6.711, -4.606, -2.378], [5.760, -3.788, -3.656], [4.741, -4.499, -0.850], [3.720, -3.974, -2.195], [-5.890, 2.530, 2.812], [-5.135, 3.660, 2.071], [-4.586, 3.061, 0.859], [-3.692, 3.738, 0.162], [-3.147, 4.738, 0.484], [-3.391, 3.058, -1.198], [-4.019, 1.897, -1.387], [-3.745, 3.958, -2.124], [-2.095, 2.824, -1.395], [-6.635, 2.852, 3.537], [-5.072, 2.007, 3.310], [-6.441, 1.844, 2.171], [-4.287, 4.128, 2.564], [-5.841, 4.411, 1.721], [2.346, 3.931, -2.087], [1.377, 4.941, -1.508], [0.851, 4.429, -0.260], [1.577, 4.481, 0.845], [2.686, 4.877, 0.947], [0.766, 3.920, 2.026], [-0.544, 3.794, 1.801], [1.277, 2.810, 2.549], [0.848, 4.868, 2.989], [1.845, 3.002, -2.359], [3.153, 3.665, -1.399], [2.912, 4.293, -2.947], [0.613, 5.241, -2.223], [1.756, 5.904, -1.154]], "gap_ev": 3.4, "e_above_lowest_kcal_mol": 0.00, "homo_energy_ev": -14.6, "total_charge": 2, "e_lumo_ev": -11.21}

=====

no.,strongest force on any atom (eV Å⁻¹)
1,1.99
2,1.43
3,1.26
4,0.85
5,6.41